ORCA calculation (wB97M-V/def2-TZVPD) on a structure of composition C35H57BrF3N6O9RbSSeSiTe in a non-equilibrium geometry.

XYZ file:
```
116
Properties=species:S:1:pos:R:3:forces:R:3
Rb 1.785 0.018 1.065 0.14 0.59 0.10
O 5.693 -2.125 -1.790 -1.09 0.16 0.74
C 4.668 -1.351 -1.192 1.26 -0.20 0.75
O 4.172 -1.691 -0.143 0.14 -0.05 -1.09
C 4.426 -0.044 -1.889 -0.13 1.72 -1.01
C 5.184 0.458 -2.968 -0.24 -2.06 0.45
C 4.699 1.538 -3.683 -1.60 1.17 0.58
C 3.503 2.164 -3.338 1.53 0.01 2.56
C 2.977 1.790 -2.006 -0.01 0.62 -3.19
N 3.402 0.731 -1.396 0.77 -1.76 0.81
C 1.667 2.546 -1.669 -0.29 -0.03 -3.55
O 1.179 2.888 -2.830 -0.09 -0.07 2.77
O 1.251 2.654 -0.531 -0.25 -0.08 0.53
H 5.813 -2.934 -1.233 -0.39 1.07 -0.45
H 6.071 -0.050 -3.376 -0.42 0.06 0.59
H 5.264 1.964 -4.466 0.62 0.10 -0.99
H 3.151 3.107 -3.779 0.04 -0.95 -0.04
N -1.563 0.020 4.378 0.55 -2.14 -0.58
N -1.761 -1.361 3.800 2.29 1.34 0.12
C -0.698 -1.928 3.002 -1.48 0.39 -1.09
O -1.146 -2.952 2.273 0.93 1.23 1.51
O 0.431 -1.365 2.962 -2.41 -1.49 0.51
H -0.577 0.248 4.087 -1.12 -0.29 0.38
H -1.522 -0.214 5.372 0.40 0.56 -0.15
H -2.720 -1.671 3.870 0.48 -0.12 -0.74
F 3.618 4.877 6.336 -0.49 0.06 0.23
C 2.410 4.315 6.097 -0.60 -1.91 0.38
F 2.405 3.068 6.708 0.20 1.67 -0.29
F 1.461 4.998 6.847 0.87 0.31 -0.66
C 2.037 4.201 4.638 0.35 -0.01 0.38
C 1.299 5.228 4.046 0.59 -3.19 0.47
C 0.688 4.948 2.843 -0.51 3.18 -0.50
C 1.004 3.831 2.122 0.83 -0.70 0.78
N 1.802 2.911 2.684 -0.42 -0.58 -2.10
C 2.368 3.000 3.886 -0.62 0.89 0.85
S 3.373 1.722 4.411 0.27 -0.11 -0.16
H 1.150 6.114 4.576 -0.45 1.34 0.70
H 0.117 5.819 2.475 0.02 -0.83 -0.46
H 0.719 3.685 1.074 -0.14 -0.17 0.64
O -0.953 -2.524 -0.599 -0.08 -2.47 0.41
O -0.167 -1.372 -0.416 0.94 1.36 -0.36
C 1.693 -2.082 -4.926 0.26 -1.17 -0.46
C 0.705 -1.603 -3.929 -0.86 0.64 1.03
O 1.289 -1.515 -2.656 -0.45 0.08 0.87
H 1.270 -1.996 -5.939 0.28 0.15 0.18
H 1.855 -3.182 -4.755 0.38 0.99 -0.10
H 2.606 -1.487 -4.814 0.02 -0.34 -0.24
H -0.120 -2.314 -3.865 -0.47 -0.04 -0.27
H 0.310 -0.617 -4.222 -0.06 -0.13 -0.07
H 0.576 -1.336 -1.920 1.02 -0.29 -0.54
C 9.631 -3.109 5.304 2.11 0.24 -1.64
N 8.860 -3.651 4.199 -0.61 -1.35 -1.66
C 9.172 -4.840 3.518 0.61 0.02 0.70
C 8.173 -5.169 2.683 -1.14 -0.08 -0.12
N 7.167 -4.144 2.851 1.85 -1.33 0.48
C 5.867 -4.213 2.205 -0.17 1.69 -1.27
C 7.648 -3.184 3.697 -0.89 0.90 1.75
Se 6.767 -1.585 4.332 0.90 -1.81 -0.91
H 9.388 -2.040 5.274 0.31 -0.17 0.58
H 10.775 -3.311 5.099 -2.18 0.63 0.17
H 9.438 -3.589 6.246 -0.60 -0.05 0.40
H 10.105 -5.378 3.723 -0.55 0.36 -0.14
H 8.064 -6.101 2.040 -0.03 1.76 0.96
H 5.020 -3.826 2.853 1.31 -0.10 -0.79
H 5.638 -5.254 1.939 0.30 0.32 0.06
H 6.034 -3.575 1.250 -1.20 -1.00 1.46
C -4.036 -0.878 -2.194 -1.63 -0.09 0.41
C -5.291 -0.098 -1.538 1.26 -2.02 0.93
C -6.553 -0.422 -2.398 0.05 -0.49 -0.32
C -5.483 -0.799 -0.117 -1.47 -0.17 -0.28
Si -4.868 1.703 -1.320 -0.62 0.00 0.45
Br -3.340 1.867 0.302 -0.07 -0.07 0.22
C -6.488 2.644 -0.686 1.63 2.16 -0.51
C -7.311 3.226 -1.893 -1.74 -0.35 0.69
C -7.271 1.794 0.324 -0.22 0.79 0.01
C -5.958 4.027 0.101 -0.50 -1.76 0.30
C -3.960 2.335 -2.840 -0.69 0.48 -0.29
C -3.928 3.875 -2.662 1.54 0.29 0.07
C -4.693 1.932 -4.202 0.75 0.11 -0.10
C -2.514 1.877 -2.826 1.03 0.64 -0.04
H -4.228 -1.958 -2.029 0.08 0.43 -0.18
H -3.050 -0.671 -1.774 -0.26 0.11 0.03
H -4.105 -0.694 -3.264 0.58 0.06 -0.12
H -7.263 -0.993 -1.743 0.39 0.43 -0.94
H -6.211 -1.070 -3.259 -0.68 0.56 0.83
H -7.095 0.449 -2.839 0.40 -0.58 0.49
H -5.208 -1.866 -0.166 0.11 0.38 -0.13
H -6.595 -0.814 0.068 1.16 0.08 0.30
H -4.968 -0.372 0.760 -0.11 0.01 -0.59
H -6.923 4.172 -2.246 -0.05 0.63 0.59
H -8.422 3.315 -1.608 1.51 0.26 -0.21
H -7.356 2.731 -2.854 0.22 -1.15 -0.01
H -7.711 0.875 -0.003 -0.48 -0.30 -1.05
H -8.070 2.358 0.839 0.30 0.08 -0.24
H -6.613 1.405 1.069 0.71 0.20 0.84
H -5.350 4.704 -0.517 -0.44 -0.41 -0.07
H -5.292 3.744 0.964 -0.98 0.28 -0.69
H -6.883 4.552 0.440 0.71 -0.25 -0.08
H -4.915 4.304 -2.713 -0.30 0.33 -0.09
H -3.300 4.254 -3.492 -0.37 0.19 0.27
H -3.400 4.231 -1.705 -0.85 -0.79 -1.26
H -5.702 1.490 -4.037 0.88 -0.08 -0.28
H -4.002 1.274 -4.860 -1.36 0.85 1.21
H -4.887 2.858 -4.779 0.20 -0.33 0.14
H -1.893 2.474 -2.155 -0.21 -0.20 0.32
H -1.992 2.050 -3.756 -0.23 0.22 -0.80
H -2.328 0.849 -2.613 -0.05 -0.57 0.28
C 1.234 -4.726 -1.184 -0.94 -0.82 -1.72
Te 0.076 -3.846 0.441 -0.43 2.10 0.29
C -1.497 -5.238 0.723 -0.79 0.08 -2.46
H 1.707 -5.649 -0.743 -0.25 0.89 -0.45
H 1.989 -3.969 -1.544 -0.81 -0.72 0.58
H 0.576 -5.036 -2.089 1.15 0.46 1.43
H -1.411 -5.576 1.719 -0.15 -0.28 1.08
H -1.311 -6.042 -0.002 -0.08 -0.08 0.33
H -2.520 -4.812 0.466 1.54 -0.13 0.60
```
Forces are in eV/Å.

HOMO energy	-1.279	eV
total charge	-2
frontier orbital gap	4.3	eV
total energy	-234787.5780	eV
lowest unoccupied orbital energy	3.04	eV

ORCA calculation (wB97M-V/def2-TZVPD) on a structure of composition C35H57DyO3PSi2 in a non-equilibrium geometry.

XYZ file:
```
99
Properties=species:S:1:pos:R:3:forces:R:3
O -0.676 -1.463 -2.792 0.21 -1.19 -1.22
O 0.801 0.920 -4.674 -0.19 -0.21 0.43
C -0.036 -2.756 -3.283 -0.53 0.93 0.46
C -0.844 -3.912 -2.759 -0.25 -0.15 -0.34
H 0.990 -2.738 -2.914 -0.25 0.15 -0.02
H -0.033 -2.609 -4.358 0.13 -0.42 0.15
H -0.947 -3.890 -1.663 0.05 0.08 -0.41
H -0.348 -4.842 -3.040 -0.02 -0.02 0.04
H -1.838 -3.913 -3.232 0.20 -0.07 0.31
C -1.849 -0.886 -3.573 0.32 -0.50 0.70
C -1.687 -1.170 -5.035 -0.21 -0.10 -0.64
H -1.800 0.175 -3.356 0.03 0.05 0.11
H -2.747 -1.333 -3.145 0.07 0.11 -0.05
H -0.762 -0.737 -5.436 -0.20 -0.10 0.17
H -2.531 -0.699 -5.570 0.28 -0.07 0.31
H -1.749 -2.243 -5.274 -0.04 0.37 0.09
C 0.345 2.251 -4.425 0.13 -0.47 0.08
C 2.096 0.692 -5.206 -0.19 0.10 -0.08
C -0.815 2.566 -5.343 -0.07 0.12 -0.09
H 1.157 2.980 -4.543 -0.04 -0.14 0.04
H 0.021 2.244 -3.372 0.09 0.31 -0.20
H -0.497 2.553 -6.389 -0.05 -0.02 0.11
H -1.221 3.554 -5.122 -0.04 0.00 0.00
H -1.617 1.829 -5.219 0.11 0.12 -0.02
C 2.057 0.773 -6.721 0.07 -0.06 0.09
H 2.367 -0.318 -4.869 0.07 0.25 -0.10
H 2.820 1.405 -4.787 -0.07 -0.11 0.00
H 1.294 0.097 -7.111 0.01 0.03 0.01
H 3.014 0.487 -7.149 0.14 0.02 -0.08
H 1.819 1.786 -7.042 0.02 0.03 -0.07
H -0.568 -1.396 -1.775 -0.18 0.61 -0.86
Dy -0.625 -0.481 0.728 1.22 0.39 -1.08
C 1.109 -0.572 -1.122 -0.43 0.16 0.42
Si 2.808 0.057 -0.648 -0.03 -0.01 -0.04
H 1.369 -1.536 -1.570 0.06 -0.12 0.18
H 0.857 0.060 -1.994 0.02 -0.03 0.23
C 4.105 -0.686 -1.795 -0.08 -0.09 -0.02
C 3.344 -0.393 1.077 0.45 0.03 0.16
C 2.969 1.903 -0.863 0.04 0.20 0.00
C -2.581 -1.383 -0.220 -0.43 -0.63 -0.24
Si -3.754 0.065 -0.338 -0.18 -0.35 -0.48
H -2.945 -2.059 0.579 0.09 0.20 -0.23
H -2.666 -2.003 -1.136 -0.02 0.38 0.31
C -5.146 -0.342 -1.531 -0.12 -0.07 0.04
C -2.862 1.594 -0.997 -0.09 0.31 -0.22
C -4.550 0.514 1.294 0.02 0.00 0.34
H 2.402 2.266 -1.728 0.08 0.02 0.08
H 4.034 2.119 -1.034 -0.26 0.10 0.06
H 2.651 2.448 0.032 0.05 -0.01 -0.23
H 4.132 -1.781 -1.693 0.10 0.22 -0.10
H 5.086 -0.281 -1.504 -0.18 -0.19 -0.17
H 3.915 -0.429 -2.847 0.10 -0.09 0.19
H 2.832 -1.271 1.486 0.11 0.08 -0.02
H 3.220 0.446 1.775 0.03 -0.31 -0.20
H 4.418 -0.626 1.032 -0.21 -0.02 0.17
H -3.388 1.900 -1.913 0.16 0.09 0.15
H -1.801 1.478 -1.268 -0.17 0.01 0.13
H -2.942 2.417 -0.275 0.16 -0.10 -0.23
H -5.528 0.978 1.100 0.26 -0.05 0.11
H -3.942 1.222 1.875 -0.15 -0.15 -0.07
H -4.713 -0.384 1.904 -0.09 0.19 -0.09
H -6.021 0.292 -1.326 0.17 -0.15 -0.22
H -5.436 -1.392 -1.384 -0.06 0.25 -0.11
H -4.841 -0.203 -2.577 -0.16 -0.05 0.17
O -0.736 1.627 1.308 0.23 1.86 0.53
C 0.451 1.455 1.693 -1.08 -3.07 -0.75
C 1.313 2.106 2.596 1.14 1.54 1.09
C 1.846 3.373 2.275 -0.26 -0.41 0.59
C 2.934 3.851 2.987 0.45 0.22 0.29
C 3.475 3.115 4.053 -0.35 0.01 -0.31
C 2.924 1.883 4.406 -0.14 0.05 0.15
C 1.862 1.339 3.677 -0.48 0.82 -1.32
P 1.489 -0.426 3.892 1.11 -0.59 0.36
C 1.118 -0.464 5.689 -0.45 -0.29 0.24
C 1.257 -1.700 6.353 -0.14 0.58 0.18
C 0.928 -1.811 7.708 -0.09 0.48 -0.26
C 0.449 -0.688 8.401 0.01 -0.11 -0.24
C 0.286 0.535 7.742 0.24 -0.24 -0.34
C 0.628 0.649 6.386 -0.12 -0.25 0.48
C -0.140 -0.936 3.225 -0.88 -0.40 0.77
C -1.327 -0.242 3.587 0.11 -0.66 0.40
C -2.546 -0.921 3.650 0.03 0.37 -0.22
C -2.633 -2.256 3.244 0.04 -0.23 0.01
C -1.516 -2.912 2.719 0.10 0.08 -0.08
C -0.263 -2.266 2.678 0.02 0.73 1.28
H 1.394 3.948 1.472 0.14 -0.06 0.05
H 3.376 4.816 2.720 -0.18 -0.38 0.12
H 4.333 3.496 4.602 -0.19 -0.04 -0.11
H 3.335 1.330 5.259 -0.11 0.17 -0.39
H 1.628 -2.562 5.802 -0.02 0.12 0.12
H 1.042 -2.765 8.215 -0.01 0.17 -0.03
H 0.193 -0.774 9.457 0.07 0.02 -0.28
H -0.104 1.405 8.272 0.13 -0.26 -0.09
H 0.511 1.611 5.885 0.03 -0.27 0.12
H -1.262 0.791 3.948 0.02 -0.43 -0.12
H -3.433 -0.402 4.034 0.44 -0.28 -0.20
H -3.585 -2.787 3.350 0.43 0.20 -0.15
H -1.603 -3.950 2.377 0.04 0.48 0.10
H 0.647 -2.813 2.397 -0.33 0.20 0.12
```
Forces are in eV/Å.

HOMO energy (alpha / beta)	-9.485 / -9.607	eV
relative energy (zero: lowest compared OMol25 entry of this formula, charge and spin)	62.1	kJ/mol
total charge	+1
spin multiplicity	6
frontier orbital gap (alpha / beta)	6.3 / 6.5	eV
total energy	-92481.0949	eV
lowest unoccupied orbital energy (alpha / beta)	-3.15 / -3.10	eV